{"formula": "C45H95O35P5", "method": "ωB97M-V/def2-TZVPD", "orbital_gap_ha": 0.3373, "lumo_ev": 0.3139, "max_force_ev_per_a": 9.470, "homo_ev": -8.87, "total_energy_ha": -6112.1860, "relative_energy_kcal_mol": 115.0, "spin_multiplicity": 1, "species": ["P", "P", "P", "P", "P", "O", "O", "O", "O", "O", "O", "O", "O", "O", "O", "O", "O", "O", "O", "O", "O", "O", "O", "O", "O", "O", "O", "O", "O", "O", "O", "O", "O", "O", "O", "O", "O", "O", "O", "O", "C", "C", "C", "C", "C", "C", "C", "C", "C", "C", "C", "C", "C", "C", "C", "C", "C", "C", "C", "C", "C", "C", "C", "C", "C", "C", "C", "C", "C", "C", "C", "C", "C", "C", "C", "C", "C", "C", "C", "C", "C", "C", "C", "C", "C", "H", "H", "H", "H", "H", "H", "H", "H", "H", "H", "H", "H", "H", "H", "H", "H", "H", "H", "H", "H", "H", "H", "H", "H", "H", "H", "H", "H", "H", "H", "H", "H", "H", "H", "H", "H", "H", "H", "H", "H", "H", "H", "H", "H", "H", "H", "H", "H", "H", "H", "H", "H", "H", "H", "H", "H", "H", "H", "H", "H", "H", "H", "H", "H", "H", "H", "H", "H", "H", "H", "H", "H", "H", "H", "H", "H", "H", "H", "H", "H", "H", "H", "H", "H", "H", "H", "H", "H", "H", "H", "H", "H", "H", "H", "H"], "xyz": [[-2.09587, -2.13730, 3.11209], [4.51533, 1.20666, 1.34721], [-4.77327, 4.25088, 3.05916], [3.27629, -4.56152, 2.45063], [3.14474, -3.03295, -3.80073], [-0.54745, 2.43776, -2.56824], [4.05354, 1.77456, 2.77389], [-2.69801, -0.88898, -7.28788], [4.44095, -4.46117, 3.32310], [-5.22668, 5.77957, 2.98599], [2.54115, -3.70332, -2.48018], [3.67794, 0.10491, 0.86120], [-4.03859, 1.87859, -3.21322], [1.58157, 2.50599, -3.40273], [-2.55770, 3.49206, -2.98291], [2.68850, -3.18676, 1.90972], [1.27687, 3.41769, -7.38081], [-3.44148, -1.10442, -1.48187], [-5.74557, 3.34589, 2.38487], [-4.39067, 3.86108, 4.52739], [-3.31297, 4.24236, 2.41266], [-1.22276, -2.36293, 4.28366], [-0.97607, 0.41534, -6.73017], [-1.78596, -0.96078, -5.20584], [3.84025, -4.25355, -4.54512], [-3.65669, -2.52925, 3.36877], [6.09955, 0.94463, 1.45681], [-3.74653, 3.23184, -4.90109], [-0.78822, 3.55289, -8.34511], [-1.75247, -2.94308, 1.80802], [3.47127, -5.48052, 1.12852], [-3.08463, 0.43895, 0.00444], [1.14414, 1.22324, -1.66586], [-0.11948, 4.99306, -6.76253], [4.60402, 2.49911, 0.39861], [2.12324, -2.31458, -4.54011], [4.37730, -2.20301, -3.26509], [-2.24459, -0.67602, 2.57911], [-1.31161, -0.64455, -0.86794], [2.03451, -5.37354, 3.06378], [-5.33641, -4.02154, 4.17321], [-1.04014, 1.34686, 2.62704], [0.04854, 3.96037, -7.60904], [3.11112, -5.34138, -5.09547], [-2.67969, 5.89953, 0.76842], [-5.23751, 3.88027, 5.68620], [-2.49045, -0.47002, -0.77942], [-1.22005, -5.01070, 0.73265], [-2.13712, 0.51528, 3.37350], [-6.74411, 3.86064, 5.44772], [-1.85609, -0.59136, -6.50205], [6.67756, -0.07744, 3.66603], [2.10793, 4.21182, -6.55848], [-4.12008, -3.87853, 3.28954], [-0.90802, -4.13342, 1.90517], [2.26814, -2.18538, 2.87471], [-4.72667, 2.28778, -5.37937], [6.59962, -0.20627, 2.14173], [0.06551, 0.97324, -0.77988], [-3.42396, 2.98756, -3.64462], [2.73662, -6.55794, 5.02942], [2.86922, -6.43884, -4.04251], [3.38867, 3.15064, 0.00161], [3.56218, 3.99296, -1.22434], [4.02719, -1.17035, -2.31736], [1.45095, -1.07849, 2.25205], [4.75484, 2.77033, 3.50461], [1.06485, -3.01743, -0.71056], [-4.49375, 0.46000, -0.27189], [4.35444, 2.60505, 4.95584], [4.14072, -4.95933, -0.02231], [-4.62988, 1.15850, -4.28075], [1.86233, -5.42729, 4.52128], [5.58405, -5.50574, -0.18169], [0.80498, 2.11453, -2.59023], [1.00545, 5.15170, -5.93719], [-4.71488, -0.95006, -0.85428], [-6.94689, 6.74724, 1.54911], [-1.07808, 1.82075, -1.37756], [-0.60136, -0.47520, -4.62042], [-6.54617, 6.32263, 2.95840], [-0.17729, 0.68382, -5.57335], [-3.26857, 4.52975, 0.98251], [4.76930, 0.11686, -2.63550], [1.16547, -3.61678, -2.12003], [3.72297, -6.59663, 4.56727], [4.33661, 4.75834, -1.21391], [-0.64134, 0.70664, 1.84579], [-6.39219, 7.21968, 3.56375], [2.96188, -0.93525, -2.38708], [0.20838, -1.19492, -4.58485], [4.49808, 3.77710, 3.17556], [-5.16973, -3.72526, 5.21406], [7.18862, -0.95434, 4.06504], [-7.31586, 5.70703, 3.41725], [-3.18543, 6.50964, 0.01569], [-1.54620, 2.24124, 2.25447], [1.45213, 6.14215, -6.02391], [7.50402, -0.50106, 1.61373], [-3.98210, 0.36359, -4.64122], [0.22305, 1.20224, 0.27071], [-0.22050, 1.84272, 3.15478], [4.31465, -3.88894, 0.11761], [-4.27805, -4.05507, 2.22077], [0.83747, 4.87047, -4.90059], [0.82329, -5.70581, 4.66006], [4.40032, 0.68083, -3.49055], [-6.04377, -3.20204, 3.99741], [5.82543, -0.00464, -2.90174], [6.07890, -5.67741, 0.77421], [2.55329, 2.44619, -0.01693], [-0.83798, -6.00338, 0.99777], [-8.00523, 7.01160, 1.54958], [-5.45836, -0.97078, -1.64864], [-7.06544, 3.50680, 4.46677], [-4.82967, 3.18288, 6.40848], [3.02667, -6.51628, 6.08457], [-2.99831, 1.13754, 3.14803], [-7.38372, 4.67209, 5.78264], [5.63924, -6.48307, -0.66264], [3.12037, 3.80590, 0.84311], [3.77764, -6.56894, -3.45978], [2.54558, -7.31505, -4.61267], [-3.38618, -4.65175, 3.54402], [3.78771, -5.85489, -5.77694], [-5.59784, 0.78728, -3.95629], [-5.67264, 2.81401, -5.48381], [4.39175, 1.59551, 5.36609], [1.81101, -3.63954, -0.21201], [2.85501, 4.84631, -7.02979], [-1.66045, 5.75145, 0.40816], [-2.01801, 1.32952, -1.60810], [-4.67783, 1.27814, -0.96507], [2.49656, 3.68449, -5.68980], [-6.41114, 7.61420, 1.16279], [-0.42795, 1.60617, -5.05670], [0.94033, -0.45238, 2.98038], [3.15958, -1.84706, 3.40062], [3.51870, -5.13035, -0.89424], [0.12964, -3.81204, 1.85731], [-4.40104, 1.92477, -6.34994], [1.97592, -0.51240, 1.47738], [2.20745, -4.46754, 4.89665], [-5.77206, -5.01302, 4.09130], [-7.10334, 2.99818, 6.02899], [-6.77096, 5.93163, 0.84625], [3.28894, 2.81639, 5.12910], [-5.10501, 4.90048, 6.07321], [2.19916, -5.00533, -5.58728], [4.79193, 3.33003, 5.64481], [2.26600, -7.53276, 4.89292], [0.62259, -1.44971, 1.63433], [0.55784, -3.08084, -2.85407], [-4.96584, -1.73129, -0.13720], [7.19311, 0.82889, 3.97982], [-0.31351, -0.05182, -0.79549], [1.55233, -2.72969, 3.50282], [0.83067, 0.53522, -5.95012], [3.57754, 3.38705, -2.13113], [-0.76357, -0.02415, -3.64361], [-1.24901, 2.56019, -0.58978], [5.84345, 2.69073, 3.52750], [0.72551, -4.61821, -2.15683], [-4.99212, 0.67695, 0.67158], [-4.24608, 4.28027, 0.56523], [2.01863, -6.32306, -3.36637], [0.05955, -2.93364, -0.31911], [-0.71932, -4.83929, -0.22077], [1.63423, -2.08321, -0.66781], [4.86617, 0.71600, -1.73046], [4.16948, -1.49291, -1.28753], [-1.92615, 0.32512, 4.42067], [6.06480, -4.71005, -0.74927], [5.67363, -0.12544, 4.08721], [-2.29802, -5.04087, 0.56924], [2.66783, 4.61543, -1.34938], [5.90166, -1.03474, 1.96958], [-1.17925, -4.68025, 2.80585], [-2.64468, 6.56020, 1.63239], [-2.57782, 3.78438, 0.58342]], "forces_ev_per_a": [[-1.0, -0.6, 1.4], [1.3, 1.2, -0.5], [-0.8, -0.9, -1.4], [-0.7, -1.6, -1.2], [0.3, -1.1, 0.7], [2.6, -1.1, 1.0], [0.0, -0.7, -0.7], [0.0, -0.8, 0.2], [0.3, 0.4, 0.4], [0.9, -0.9, 0.3], [0.0, 0.1, -0.2], [0.7, 0.4, 0.2], [-0.6, -1.0, 0.9], [0.1, 0.7, -0.8], [-1.9, 1.1, -0.7], [0.3, -0.1, -0.4], [0.7, -1.0, -1.3], [0.7, -1.4, -0.5], [0.6, 0.7, 0.5], [0.3, -0.3, -0.1], [-0.8, 0.2, 0.5], [-0.4, 0.2, -0.8], [-0.4, -0.2, -0.2], [-0.5, -1.1, 0.0], [0.5, 1.2, 0.3], [1.1, 0.4, 0.2], [-1.0, 0.5, 0.1], [-0.2, 0.6, -0.7], [0.5, 0.0, -0.1], [0.3, -0.1, -0.2], [-0.6, 0.9, 1.0], [0.6, -0.2, 0.5], [0.6, 0.7, 0.3], [-0.4, 0.6, 0.0], [0.3, -1.0, 0.2], [-0.6, 0.6, -0.8], [-0.1, -0.6, -0.2], [-0.3, -0.4, 0.2], [-6.9, -6.5, 0.1], [0.0, 0.5, 0.0], [-0.4, 1.2, 0.3], [-0.3, 0.7, 0.5], [0.2, -0.2, 0.9], [-0.1, -1.1, 0.9], [0.3, 0.8, -0.9], [-0.4, 2.9, -0.2], [-1.8, -0.2, 0.4], [0.1, -1.2, -0.3], [1.5, 1.3, -1.4], [-0.9, -2.9, 0.4], [-0.2, 2.2, 0.2], [0.2, 0.0, -0.6], [-2.2, 1.2, 1.8], [0.2, -0.2, -0.3], [-0.2, 0.4, -0.7], [-1.0, -0.5, 0.2], [0.5, -0.6, 0.5], [-0.9, -1.2, 0.2], [0.9, 1.7, -0.6], [2.0, -0.6, 0.6], [0.7, -0.7, 0.7], [-1.1, 0.2, -0.4], [-0.4, 0.8, 1.6], [-0.9, 0.2, -0.9], [-0.3, 1.2, -0.2], [-0.5, 0.0, -1.7], [0.3, 0.3, 1.6], [2.1, -0.4, -1.2], [-0.4, -0.2, 0.7], [-1.9, 0.4, 1.0], [1.6, 0.2, 0.5], [-0.6, 1.3, -1.2], [1.4, -0.8, -0.9], [-1.0, -0.2, 0.1], [-0.9, -0.3, -0.2], [2.1, 0.1, -0.1], [-0.2, 1.6, -0.5], [0.0, -0.3, 0.0], [0.6, 1.1, 0.9], [1.5, 1.4, -0.2], [0.2, 1.3, -0.3], [-0.3, -1.7, 0.1], [0.2, -0.7, 0.6], [1.3, 0.0, 0.1], [-1.5, 0.4, 0.1], [-0.2, 0.3, -0.5], [0.5, -0.5, 0.3], [-0.1, 0.3, 0.0], [-0.6, 0.0, 0.1], [-0.1, -0.1, -0.1], [-0.3, -0.5, 0.1], [-0.1, -0.1, -0.3], [0.8, -0.8, 0.1], [0.2, 0.1, -0.1], [0.3, -0.4, 0.0], [-0.1, -0.4, -0.2], [0.0, -0.3, -0.7], [-0.8, 0.4, 0.3], [0.3, 0.3, 0.4], [0.1, -0.2, 0.3], [0.8, 0.7, -0.2], [0.1, -0.8, 0.6], [-0.6, 0.1, -0.2], [-0.6, -0.1, 0.1], [-0.5, 0.1, 0.0], [-0.2, 0.7, 0.2], [-0.6, 0.0, 0.3], [-0.3, -0.5, -1.0], [0.0, -0.7, 0.1], [-0.1, 0.6, 0.2], [0.2, -0.2, -0.7], [-0.4, -0.1, 0.0], [0.0, -0.1, -0.1], [0.0, 0.1, 0.0], [0.4, 0.5, -0.3], [-0.2, -0.3, -0.3], [-0.6, 0.4, 0.1], [-0.7, -0.6, 0.8], [0.6, 0.5, -0.1], [-0.1, 0.2, -0.4], [0.1, 0.1, 0.0], [0.0, -0.4, -0.1], [0.6, -0.3, 0.1], [0.3, 0.4, 0.4], [0.0, 0.6, -0.5], [0.0, -0.1, -0.1], [-0.2, -0.2, 0.2], [0.8, -0.1, -0.3], [-1.0, -0.3, 1.0], [0.1, -0.6, -0.7], [0.0, 0.3, 0.1], [0.5, 0.5, -0.4], [-0.1, -0.2, -0.2], [0.4, -0.6, -0.6], [0.2, 0.0, 0.3], [0.2, 0.5, -0.8], [0.5, 0.1, 0.3], [-0.2, 0.1, 0.2], [0.0, 0.0, 0.0], [0.0, -0.1, 0.5], [0.0, 0.1, 0.0], [0.2, 0.1, 0.9], [-0.6, 0.0, 0.5], [-0.2, 0.1, 0.1], [-0.2, 0.2, 0.2], [-0.2, -0.1, 0.1], [-0.1, 0.1, -0.6], [0.5, -0.3, 0.5], [0.1, 0.0, -0.1], [0.7, -0.2, -0.3], [-0.1, 0.1, -0.2], [-0.1, -0.7, 0.4], [0.5, 0.4, -0.1], [0.5, 0.0, 0.2], [0.0, 0.0, 0.1], [4.4, 2.3, 0.0], [0.4, 0.3, 0.6], [0.3, 0.7, 0.6], [0.4, 0.0, 0.0], [-0.4, -0.5, 0.2], [-0.6, 0.5, -0.6], [0.0, -0.4, -0.9], [0.3, -0.2, 0.3], [-0.1, -0.2, 0.0], [0.0, 0.5, -0.1], [0.2, 0.7, 0.1], [0.2, -0.1, 0.2], [-0.1, 0.7, 0.2], [-0.7, 0.4, -0.3], [-0.6, 0.3, -0.1], [0.4, -0.3, -0.1], [-0.2, -0.2, 0.0], [0.6, -0.4, -0.2], [0.0, 0.3, 0.0], [0.0, -0.2, 0.0], [-0.2, -0.3, 0.2], [0.0, 0.0, -0.2], [0.4, 0.2, 0.2], [-0.1, -0.5, 0.4], [-0.1, 0.0, 0.0]]}